Density functional theory data (ωB97M-V/def2-TZVPD) for a molecular structure, C26H27N4O6PRe.

```
65
Properties=species:S:1:pos:R:3:forces:R:3:nbo_charge:R:1
Re -0.7329 -0.4626 0.9243 0.0 -0.1 -0.2 1.357
O -0.9925 -3.1753 3.8267 0.0 0.0 0.0 -0.462
C -1.2252 -2.4939 2.8873 0.0 -0.1 -0.1 0.755
O -0.2847 -1.6421 2.3465 0.0 0.0 0.0 -0.694
C -2.5236 -2.4640 2.1387 0.0 0.1 0.0 0.065
C -3.5634 -3.3129 2.4383 0.0 0.0 0.0 -0.166
C -4.7263 -3.2133 1.6825 0.0 0.0 0.0 -0.115
C -4.7929 -2.2732 0.6671 0.0 0.0 0.0 -0.207
C -3.7042 -1.4492 0.4317 0.0 0.0 0.0 0.080
N -2.5889 -1.5469 1.1575 0.0 0.0 0.1 -0.498
H -3.4505 -4.0255 3.2435 0.0 0.0 0.0 0.271
H -5.5678 -3.8613 1.8864 0.0 0.0 0.0 0.255
H -5.6792 -2.1683 0.0580 0.0 0.0 0.0 0.257
H -3.7138 -0.6938 -0.3423 0.0 0.0 0.0 0.228
C -2.4698 3.7074 2.6769 0.0 0.0 0.0 -0.145
C -3.1083 2.5050 2.9462 0.0 0.0 0.0 -0.203
C -2.6107 1.3230 2.4212 0.0 0.0 0.0 -0.217
C -1.4289 1.3069 1.6561 -0.1 0.0 0.0 -0.239
C -0.7962 2.5396 1.4168 0.0 0.0 0.0 -0.223
C -1.3184 3.7267 1.8977 0.0 0.0 0.0 -0.202
H -2.8719 4.6322 3.0687 0.0 0.0 0.0 0.240
H -4.0047 2.4902 3.5515 0.0 0.0 0.0 0.239
H -3.1422 0.4055 2.6344 0.0 0.0 0.0 0.213
H 0.0954 2.5793 0.8034 0.0 0.0 0.0 0.192
H -0.8312 4.6662 1.6723 0.0 0.0 0.0 0.233
C 4.2786 -0.5528 2.5252 0.0 0.0 0.0 -0.051
N 3.5427 0.7624 2.8520 0.0 0.0 0.0 -0.387
C 4.0952 1.8550 1.9224 0.0 0.0 0.0 -0.052
N 3.9612 1.4678 0.5645 0.0 0.0 0.0 -0.428
C 4.6620 0.2071 0.3117 0.0 0.0 0.0 -0.077
N 4.1419 -0.8710 1.1505 0.0 0.0 0.0 -0.425
C 2.7853 -1.2692 0.7693 0.0 0.0 0.0 -0.543
P 1.6093 0.1449 0.9320 0.0 0.0 0.1 1.004
C 2.0618 0.6107 2.6779 0.0 0.0 0.0 -0.565
C 2.5834 1.4666 0.0736 0.0 0.0 0.0 -0.519
H 3.8525 -1.3239 3.1655 0.0 0.0 0.0 0.232
H 5.3231 -0.3824 2.7854 0.0 0.0 0.0 0.233
H 3.7437 1.0183 3.8206 0.0 0.0 0.0 0.441
H 5.1446 1.9767 2.1905 0.0 0.0 0.0 0.235
H 3.5456 2.7701 2.1402 0.0 0.0 0.0 0.228
H 5.7216 0.3454 0.5284 0.0 0.0 0.0 0.227
H 4.5503 -0.0635 -0.7360 0.0 0.0 0.0 0.235
H 2.4455 -2.0885 1.4066 0.0 0.0 0.0 0.250
H 2.7798 -1.6145 -0.2624 0.0 0.0 0.0 0.275
H 1.7096 -0.1670 3.3576 0.0 0.0 0.0 0.265
H 1.5806 1.5515 2.9498 0.0 0.0 0.0 0.259
H 2.1391 2.4492 0.2354 0.0 0.0 0.0 0.241
H 2.5746 1.2630 -0.9944 0.0 0.0 0.0 0.278
O 1.1621 -0.4655 -1.6304 0.0 0.0 0.0 -0.648
C -0.0140 -0.4832 -1.9357 0.0 0.0 0.0 0.819
O -0.9641 -0.5578 -0.9393 0.0 0.0 0.0 -0.694
C -0.5414 -0.4437 -3.2853 0.0 0.0 -0.1 -0.235
C -1.9128 -0.4041 -3.5319 0.0 0.0 0.0 -0.121
C -2.4138 -0.3523 -4.8288 0.0 0.0 0.0 -0.275
C -1.4879 -0.3474 -5.8470 0.0 0.0 0.0 0.308
O -1.7209 -0.3096 -7.1660 0.0 0.0 0.0 -0.444
C -0.4378 -0.3139 -7.8188 0.0 0.0 0.0 0.229
O 0.5536 -0.3768 -6.7883 0.0 0.0 0.0 -0.471
C -0.1130 -0.3873 -5.6079 0.0 0.0 0.0 0.293
C 0.3951 -0.4326 -4.3465 0.0 0.0 0.1 -0.216
H -2.6015 -0.4092 -2.7000 0.0 0.0 0.0 0.218
H -3.4732 -0.3187 -5.0360 0.0 0.0 0.0 0.249
H -0.3230 0.6088 -8.3851 0.0 0.0 0.0 0.184
H -0.3640 -1.1934 -8.4553 0.0 0.0 0.0 0.186
H 1.4573 -0.4685 -4.1555 0.0 0.0 0.0 0.246
```
Positions in Å, forces in eV/Å.

Computed properties:
energy above the lowest of the compared OMol25 structures with the same formula, charge and spin = 13.0 kJ/mol
strongest force on any atom = 0.2 eV/Å
frontier orbital gap (alpha / beta) = 6.234 / 5.938 eV
E_tot = -57050.821 eV
net charge = +2
multiplicity = 2
E_LUMO (alpha / beta) = -0.240 / -0.251 Ha